# 1
The following is a quantum chemistry calculation of C53H46O3P2SSr as an isolated structure in a non-equilibrium geometry, from the Open Molecules 2025 dataset.

```
106
Properties=species:S:1:pos:R:3
H 2.505 2.765 -5.135
C -1.660 2.585 -1.760
S -0.647 0.313 4.624
H 0.759 -4.344 2.585
C 2.337 4.420 -2.108
H -2.682 -5.215 5.102
H 0.412 1.311 6.744
H -2.246 5.254 -3.831
H -1.776 -2.948 -5.672
C -3.399 2.411 0.455
H 2.627 2.322 4.102
H -0.421 -5.058 -6.268
C 2.138 -0.446 -2.018
H -1.616 2.272 1.683
H -0.066 4.919 -4.496
H 5.642 -0.684 5.040
H 1.943 4.541 -4.974
H 5.007 1.603 4.145
C 0.031 -4.047 3.345
C 1.851 -2.801 -0.407
C 0.652 1.234 5.670
C 2.361 1.858 -2.776
C -4.994 4.031 1.266
H -1.319 -5.703 2.992
C -3.985 0.921 -1.941
C 2.972 1.384 4.669
C 3.436 -2.613 1.431
C -4.365 4.039 2.515
O 0.353 1.290 -1.574
H 3.330 4.273 -1.644
C 0.343 3.342 -2.963
C 4.671 -0.235 5.235
Sr -0.893 -0.358 1.028
H 3.533 3.969 -4.388
H 4.009 -1.629 -2.041
C -6.282 0.302 -2.346
C -0.404 -2.428 -4.040
C 1.417 -4.076 -3.646
C 2.480 3.679 -4.503
H 4.668 -4.405 1.671
H 0.704 2.256 5.208
C 1.594 0.887 -2.174
C -0.713 -2.401 5.034
C -4.828 0.787 -4.231
C 3.764 -0.874 6.133
H -5.084 3.120 -0.707
C 4.278 0.950 4.574
H -2.655 1.002 -3.644
H 1.579 4.463 -1.353
P -2.647 1.402 -0.828
H -6.986 0.333 -4.389
H 1.945 -1.081 0.812
C -1.785 4.437 -3.309
C 2.993 -4.741 0.457
H -1.148 -1.626 -1.867
C -0.909 -3.311 -5.060
C -1.742 -3.338 5.430
H -5.698 4.863 1.099
C -0.435 4.335 -3.615
C -2.404 3.569 -2.418
H 1.039 -2.231 3.785
C -1.858 -4.542 4.785
H 1.579 -5.677 -5.028
C -3.160 3.306 2.754
H 2.230 -4.322 -3.005
H 4.158 -1.720 6.741
C 2.456 -0.429 6.230
H 3.210 -5.807 0.385
H -7.240 0.150 -1.893
H -4.789 4.688 3.295
C 3.766 1.588 -2.921
C -0.194 -4.462 -5.364
H -3.501 3.572 -2.314
C -4.509 3.212 0.248
O 0.092 0.048 3.256
H 2.361 5.400 -2.564
H 3.897 -1.980 2.160
C -1.114 -4.863 3.660
C 3.590 -0.638 -2.166
H 4.422 2.425 -3.188
C -0.893 -1.124 5.543
H -2.398 -3.090 6.220
C -2.620 2.642 1.649
P 1.118 -1.915 -1.835
C -6.097 0.452 -3.737
H 1.752 -0.942 6.873
C 1.889 -4.209 -0.235
C 2.040 0.670 5.517
O -0.294 -1.263 -1.287
C -3.706 0.984 -3.344
C 0.185 -2.880 4.013
H 5.249 0.092 -3.342
H -2.565 3.533 3.641
C 0.987 -4.815 -4.733
H -0.892 -1.483 -3.833
C 0.741 -2.868 -3.303
C -5.209 0.374 -1.462
H -5.294 -0.081 -0.504
C 4.345 0.341 -2.787
C 1.885 3.262 -3.125
C 3.759 -3.984 1.288
H 1.151 -4.913 -0.698
C 2.385 -2.074 0.667
H -4.711 0.841 -5.352
H -1.509 -0.847 6.394
C -0.276 2.495 -2.009
```

Summary:
- multiplicity = 1
- energy (Eh) = -3384.23744
- strongest force on any atom (eV Å⁻¹) = 5.09
- Kohn-Sham gap (spin up / spin down) (hartree) = 0.1267 / 0.1140
- charge = 0

Atomic partial charges in e from the Löwdin method, atoms 1 to 99:
1 H 0.096
2 C -0.296
3 S 0.903
4 H 0.091
5 C -0.010
6 H 0.104
7 H 0.102
8 H 0.099
9 H 0.114
10 C -0.375
11 H 0.131
12 H 0.111
13 C -0.241
14 H 0.057
15 H 0.125
16 H 0.094
17 H 0.077
18 H 0.090
19 C -0.107
20 C -0.347
21 C -0.280
22 C -0.133
23 C -0.078
24 H 0.081
25 C -0.377
26 C -0.047
27 C -0.072
28 C -0.067
29 O -0.070
30 H 0.091
31 C -0.083
32 C -0.080
33 Sr 1.432
34 H 0.075
35 H 0.094
36 C -0.083
37 C -0.086
38 C -0.067
39 C -0.046
40 H 0.087
41 H 0.078
42 C -0.179
43 C -0.316
44 C -0.069
45 C -0.072
46 H 0.118
47 C -0.105
48 H 0.110
49 H 0.064
50 P 0.993
51 H 0.113
52 H 0.073
53 C -0.076
54 C -0.143
55 H 0.144
56 C -0.076
57 C -0.080
58 H 0.116
59 C -0.006
60 C -0.099
61 H 0.092
62 C -0.146
63 H 0.110
64 C -0.049
65 H 0.091
66 H 0.112
67 C -0.070
68 H 0.100
69 H 0.098
70 H 0.109
71 C -0.081
72 C -0.114
73 H 0.106
74 C -0.101
75 O -0.762
76 H 0.074
77 H 0.087
78 C -0.128
79 C -0.091
80 H 0.098
81 C -0.394
82 H 0.084
83 C -0.108
84 P 0.898
85 C -0.085
86 H 0.112
87 C -0.136
88 C -0.291
89 O -0.445
90 C -0.069
91 C -0.099
92 H 0.103
93 H 0.111
94 C -0.087
95 H 0.082
96 C -0.271
97 C -0.092
98 H 0.101
99 C -0.122



# 2
The following is a quantum chemistry calculation of C53H47N8P2SSe2Ti as an isolated structure, from the Open Molecules 2025 dataset.

```
114
Properties=species:S:1:pos:R:3
C 2.459 5.461 -4.553
C -3.270 0.079 2.170
H 0.612 -0.170 -4.139
H -2.370 -1.364 -6.950
H 1.793 -0.341 -8.493
H -3.809 -2.558 0.658
H -5.799 1.357 3.991
C 6.073 4.249 -4.439
C -2.755 0.249 -1.630
C -1.201 3.173 1.193
C -5.165 -1.049 3.260
N 1.305 0.917 -0.394
C -1.943 -0.609 -6.300
H -0.307 3.404 -6.301
C 1.155 4.952 -6.513
C 2.161 -0.050 -7.516
C 0.042 -2.696 1.898
C -5.034 1.422 3.217
C 6.016 5.063 -3.318
N 0.474 -0.345 2.085
H -2.786 2.610 -0.148
H -2.935 4.220 0.552
C 5.228 4.694 -2.233
H -1.947 0.288 -2.345
P -0.234 2.608 -3.516
N 2.434 0.818 -1.026
C -2.493 0.204 -0.261
C 4.530 2.710 -3.413
H -4.506 -1.905 3.433
H 6.699 4.522 -5.278
N -0.067 -1.356 -0.993
H -4.318 2.188 3.533
C 5.340 3.071 -4.484
C -0.220 -4.995 1.380
C 0.773 -1.574 2.529
H 0.121 -6.022 1.409
H 0.915 5.135 -7.554
Se -1.767 3.672 -2.551
C 3.107 0.693 -5.009
C -4.060 0.232 -2.100
C -2.535 0.647 -6.215
C 2.234 1.325 -2.263
C 0.460 3.986 -5.804
H 1.908 2.054 -7.871
C 0.523 -3.989 1.972
H 1.901 -2.750 3.917
C -2.627 3.196 0.751
N -4.365 0.146 3.097
C 2.164 5.680 -5.891
H -2.903 -2.256 -0.817
C -3.549 0.153 0.671
C 4.493 3.520 -2.278
H -0.973 5.287 1.004
H 1.335 5.302 1.917
H 1.974 4.348 -2.789
Se 4.972 -0.399 -2.586
S 1.206 -2.897 -2.908
H -3.418 0.873 -6.800
C -1.809 -3.330 0.682
C -1.399 -4.661 0.750
H -5.822 -1.304 2.415
N 0.353 1.443 -1.139
H -5.520 1.780 2.299
N -1.084 -2.356 1.255
H -3.513 -3.880 -0.475
C 2.222 1.292 -7.169
N -0.623 2.005 1.541
H 3.446 -1.397 -4.682
C 2.598 -1.020 -6.624
C 1.699 -1.758 3.543
H 2.315 3.155 2.730
C 2.703 1.664 -5.920
H -0.357 -1.878 -5.595
C -2.005 1.608 -5.371
H -2.738 -0.858 2.356
C 1.754 4.505 -3.837
H 3.904 3.225 -1.417
H -2.558 0.870 2.427
H 2.713 6.429 -6.449
C -4.847 0.149 0.180
H 2.461 1.489 4.060
P 3.724 1.092 -3.357
H -2.012 -5.420 0.282
H 2.768 2.713 -5.666
C 2.012 0.609 3.626
C 0.582 2.040 2.143
C 0.490 -2.020 -1.818
C -0.499 4.371 1.325
H 6.596 5.977 -3.280
H -5.795 -0.941 4.143
C -0.816 -0.897 -5.547
C 3.076 -0.653 -5.377
H 1.465 -4.204 2.455
C 0.778 4.377 1.843
Ti -0.523 0.043 0.236
H 3.245 6.028 -4.067
C 2.336 -0.658 4.081
H -4.253 0.271 -3.165
H 5.417 2.432 -5.355
H -3.258 2.787 1.544
C 0.774 3.747 -4.469
C -3.079 -2.987 -0.030
C 1.326 3.186 2.298
C -0.269 0.072 -4.715
C 0.885 1.751 -2.342
H 2.573 -2.065 -6.904
C -0.856 1.328 -4.626
H -6.128 0.184 -1.537
C -5.102 0.185 -1.188
H 5.197 5.316 -1.347
H 3.065 -0.785 4.870
C 1.060 0.729 2.634
H -5.677 0.123 0.871
H -2.491 2.572 -5.269
```

Summary:
- multiplicity = 1
- energy (Eh) = -9219.07255
- strongest force on any atom (eV Å⁻¹) = 0.67
- Kohn-Sham gap (hartree) = 0.2108
- charge = +1

Atomic partial charges in e from the Löwdin method, atoms 1 to 99:
1 C -0.063
2 C -0.176
3 H 0.066
4 H 0.110
5 H 0.110
6 H 0.084
7 H 0.087
8 C -0.065
9 C -0.140
10 C -0.271
11 C -0.089
12 N -0.158
13 C -0.062
14 H 0.105
15 C -0.067
16 C -0.067
17 C -0.214
18 C -0.090
19 C -0.079
20 N 0.069
21 H 0.015
22 H 0.089
23 C -0.079
24 H 0.070
25 P 0.555
26 N 0.044
27 C -0.235
28 C -0.367
29 H 0.085
30 H 0.110
31 N -0.032
32 H 0.083
33 C -0.078
34 C -0.017
35 C -0.159
36 H 0.123
37 H 0.112
38 Se 0.405
39 C -0.356
40 C -0.061
41 C -0.067
42 C -0.346
43 C -0.095
44 H 0.108
45 C 0.007
46 H 0.120
47 C -0.047
48 N -0.268
49 C -0.059
50 H 0.073
51 C -0.238
52 C -0.108
53 H 0.125
54 H 0.123
55 H 0.101
56 Se 0.322
57 S 0.746
58 H 0.110
59 C -0.280
60 C 0.004
61 H 0.074
62 N -0.070
63 H 0.078
64 N 0.112
65 H 0.090
66 C -0.060
67 N 0.081
68 H 0.039
69 C -0.074
70 C 0.024
71 H 0.119
72 C -0.089
73 H 0.098
74 C -0.118
75 H 0.103
76 C -0.096
77 H 0.101
78 H 0.100
79 H 0.110
80 C -0.039
81 H 0.122
82 P 0.520
83 H 0.122
84 H 0.085
85 C 0.028
86 C -0.232
87 C -0.843
88 C 0.007
89 H 0.108
90 H 0.086
91 C -0.070
92 C -0.131
93 H 0.116
94 C -0.009
95 Ti 1.112
96 H 0.106
97 C 0.003
98 H 0.110
99 H 0.116